(1)
C34H28Cl5N3OSTi | ωB97M-V with the def2-TZVPD basis set

Geometry as ORCA input:
```
! wB97M-V def2-TZVPD RIJCOSX def2/J DEFGRID3
* xyz -2 3
C -3.933 -0.139 -2.453
N 1.594 1.636 1.114
C 0.434 6.435 -2.734
H 2.655 4.787 1.578
C 2.672 0.958 1.659
C 3.786 3.029 2.174
H -0.234 1.297 -5.185
C 0.686 4.957 -2.813
C 0.928 2.145 -2.744
C -1.888 3.965 -0.162
C -1.237 0.292 2.963
C -1.690 -1.569 1.607
H -1.006 4.321 -0.680
S 3.854 -1.536 2.251
C -0.992 -0.361 1.736
H -5.028 2.682 1.671
C -3.125 2.167 0.876
C 1.632 2.975 1.113
C 1.731 4.349 -2.117
H 3.275 -3.882 1.905
H -0.865 4.621 -4.250
C -2.076 -0.193 3.953
H 4.582 1.089 2.617
H -4.868 5.071 1.022
Cl -2.310 0.670 5.427
Cl -3.420 -3.561 2.277
C -4.144 3.044 1.151
H 0.254 0.154 -3.198
Ti 0.235 0.469 0.235
H 1.112 6.903 -2.021
H -3.202 1.128 1.182
C -2.759 -1.393 3.754
C -4.067 4.382 0.781
H -1.429 2.602 -5.224
H -1.536 1.331 -3.996
C -4.925 0.338 -1.392
C -0.105 4.148 -3.636
N -0.930 1.777 -0.025
C 1.716 -2.518 1.159
H 2.990 1.405 -1.119
H 1.041 -3.280 0.789
C -2.560 -2.084 2.554
H -2.846 5.862 -0.183
Cl -3.827 -2.012 4.957
H -4.919 -0.351 -0.550
C -2.594 -0.175 -1.905
C 2.678 3.707 1.614
H -4.635 1.321 -1.024
H 4.623 3.583 2.581
C 0.015 2.780 -3.645
Cl -0.445 1.804 3.200
C 2.896 -2.886 1.742
H 3.875 2.267 -2.379
H -5.932 0.386 -1.807
Cl -1.424 -2.466 0.157
H 3.624 3.030 -0.802
C 1.493 -1.121 1.066
H -4.200 -1.146 -2.795
H 0.763 3.466 0.684
H 0.571 6.909 -3.710
C 1.892 2.984 -2.093
N -1.548 -0.178 -1.427
C 3.164 2.388 -1.553
H -3.943 0.532 -3.319
H -0.591 6.627 -2.407
C 2.559 -0.447 1.617
O 1.240 0.151 -1.427
H 2.431 4.970 -1.570
C 0.808 0.767 -2.468
C -1.923 2.585 0.219
C -0.848 1.956 -4.565
C 3.765 1.657 2.191
C -2.923 4.820 0.118
*
```

Maximum force ... 0.038 hartree/bohr
Energy ... -138792.781 eV
HOMO energy (alpha / beta) ... 0.732 / -1.321 eV
Frontier orbital gap (alpha / beta) ... 3.45 / 5.50 eV
⟨S²⟩ ... 2.06
Energy relative to the best compared isomer or geometry (same formula, charge and spin) ... 19.2 kcal per mole

Atom charges from the Löwdin analysis, given in e for atoms 1 to 6: C -0.214; N -0.097; C -0.080; H 0.084; C -0.327; C -0.132



(2)
C4H8O3 | ωB97M-V with the def2-TZVPD basis set

Geometry as ORCA input:
```
! wB97M-V def2-TZVPD RIJCOSX def2/J DEFGRID3
* xyz 0 1
C -2.745 0.141 -0.627
H -2.812 0.201 -1.716
O 1.750 0.313 1.994
H 3.764 0.277 0.746
C -0.408 0.267 -0.688
H -3.495 -0.543 -0.230
O -1.482 -0.398 -0.227
H -2.876 1.142 -0.207
H 0.875 -1.405 -0.436
O -0.469 1.223 -1.420
H 0.099 -0.840 1.887
C 0.865 -0.346 -0.146
H 1.725 0.172 -0.570
C 0.908 -0.286 1.371
H 4.301 0.081 0.269
*
```

Maximum force ... 0.012 hartree/bohr
Structure (SMILES) ... COC(=O)CC=O.[H][H]
Energy ... -10418.976 eV
HOMO energy ... -10.263 eV
Frontier orbital gap ... 10.96 eV
Energy relative to the best compared isomer or geometry (same formula, charge and spin) ... 46.7 kcal per mole

Atom charges from the Löwdin analysis, given in e for atoms 1 to 6: C -0.039; H 0.097; O 0.030; H 0.018; C -0.506; H 0.094



(3)
C55H60Br2ClGeN3O3PReSe | ωB97M-V with the def2-TZVPD basis set

Geometry as ORCA input:
```
! wB97M-V def2-TZVPD RIJCOSX def2/J DEFGRID3
* xyz 2 1
C -5.451 2.691 -1.554
Br 6.046 0.304 -0.409
H -1.055 -2.842 4.696
H -2.025 -3.379 -3.187
Cl 1.486 9.263 -0.135
H 0.544 1.079 -5.261
H -3.002 1.862 2.082
H -0.676 -2.141 2.358
H -4.323 3.748 0.873
C -4.585 1.703 -1.098
H 3.055 -2.066 -4.539
Ge 1.611 -2.338 0.400
N -3.843 -0.345 -0.591
H 0.721 0.555 5.420
C 5.711 -3.437 -0.185
H -0.579 -1.823 -1.934
H 2.949 1.268 -3.992
C 5.711 0.483 2.437
H -0.762 -6.579 -0.654
H -6.542 -1.068 -1.528
C -1.442 3.212 2.703
H 1.341 -1.803 -4.804
C 5.654 -4.201 -1.338
H -4.669 -4.162 1.899
C -5.697 -2.608 0.812
C 2.746 0.526 4.733
C 4.440 -4.394 -1.973
C 0.084 -4.668 -0.238
H -0.712 2.859 1.977
H 6.552 -4.645 -1.739
H -5.177 3.734 -1.554
O 3.037 0.070 0.014
C 2.242 -1.360 -4.390
C 4.562 -2.856 0.325
H -5.389 -2.605 -1.344
Se -1.220 0.031 0.543
H -8.038 0.659 -2.333
C -0.725 -5.542 -0.944
C 2.417 3.104 -3.002
H 3.076 -1.075 -2.417
C 5.064 0.365 1.207
C -3.237 3.691 0.960
C 4.995 0.512 3.611
H 0.657 -5.025 0.608
H 1.616 3.351 -3.696
H -1.252 2.708 3.647
C 0.652 5.466 -0.962
C -3.608 -1.778 -0.448
H 3.314 3.636 -3.316
H -0.231 0.415 3.138
P 1.367 0.514 -2.359
C 1.370 7.557 -0.027
C -0.600 -2.873 -1.666
H -4.146 -2.536 2.339
C 1.178 4.795 0.144
H -2.105 -5.762 -2.566
H -4.389 -3.723 -0.450
H -2.948 -2.089 -1.264
O 2.033 2.730 0.917
C -5.006 -3.141 2.063
C -4.937 0.336 -1.091
N 1.592 0.381 2.210
H 2.152 3.471 -2.015
Br 5.933 0.594 5.257
C -2.867 2.938 2.237
N -3.302 1.795 -0.608
C 2.194 -3.702 4.397
C 2.937 0.393 2.341
C -0.199 0.963 -3.228
C -6.203 -0.049 -1.536
H 1.512 -1.895 -2.442
H 4.629 -2.255 1.223
H -3.053 -1.909 0.486
C -2.867 0.556 -0.326
C -2.667 3.057 -0.316
C -4.809 -2.715 -0.429
Re 1.154 0.632 0.050
C 3.577 0.478 3.600
H -0.336 -0.408 -4.907
C 2.698 1.612 -2.984
C 0.952 -3.524 4.982
H -3.554 3.240 3.029
H 2.356 7.468 1.870
C 1.195 3.325 0.220
H -0.294 2.039 -3.047
H -6.590 -3.208 0.636
H -7.385 3.017 -2.377
O 0.351 2.621 -0.455
C -1.475 -5.081 -2.015
C 0.133 -2.568 2.941
H 4.382 -4.990 -2.870
H -2.862 4.713 1.023
C -0.298 0.660 -4.718
C 3.291 -3.816 -1.465
C 3.676 0.284 1.130
H -1.594 2.893 -0.223
H 6.790 0.531 2.459
H -2.849 3.719 -1.166
C -7.054 0.937 -1.991
H 2.476 -0.466 -4.963
C 1.810 5.522 1.157
H 2.343 -3.978 -1.963
C 1.383 0.509 4.572
C 1.885 6.897 1.086
H 3.192 0.577 5.713
C -0.081 -2.961 4.249
H -1.015 0.474 -2.685
C 0.168 -3.331 -0.608
H 6.656 -3.292 0.312
C 3.340 -3.042 -0.310
H 3.378 -3.476 2.631
H 0.787 -3.832 6.003
C 2.089 -1.090 -2.896
H 3.559 1.396 -2.341
H -6.016 -1.578 0.977
C 0.842 0.435 3.287
H -1.209 1.103 -5.120
H 2.994 -4.162 4.955
H 2.242 4.996 1.996
C 1.381 -2.738 2.349
H 0.421 7.360 -1.934
C 0.771 6.836 -1.059
C 2.413 -3.307 3.087
H -5.699 -3.140 2.899
H -1.283 4.278 2.849
C -6.686 2.284 -2.009
C -1.422 -3.744 -2.368
H 0.185 4.905 -1.758
*
```

Maximum force ... 0.055 hartree/bohr
Energy ... -354499.571 eV
HOMO energy (alpha / beta) ... -12.658 / -12.661 eV
Frontier orbital gap (alpha / beta) ... 5.33 / 5.31 eV
Energy relative to the best compared isomer or geometry (same formula, charge and spin) ... 0.0 kcal per mole

Atom charges from the Löwdin analysis, given in e for atoms 1 to 6: C 0.012; Br 0.870; H 0.111; H 0.113; Cl 0.738; H 0.076



energy of number 2 (C4H8O3)?
-10418.976 eV